Entry one
C2H8NO2P | the ωB97M-V functional and the def2-TZVPD basis

Geometry as XYZ:
```
14
Properties=species:S:1:pos:R:3:mulliken_charge:R:1
C -1.235 1.524 0.186 -1.106
C 0.083 1.132 -0.387 0.219
N 0.082 -2.052 -0.280 -0.698
O 2.319 -0.801 -0.330 -0.722
O 1.270 1.651 0.422 -0.461
P 1.208 -0.099 0.339 0.571
H -1.500 2.521 0.271 0.345
H -1.251 1.037 1.216 0.217
H -2.113 1.136 -0.337 0.297
H 0.199 1.305 -1.453 0.393
H -0.227 -1.965 -1.288 0.275
H 0.943 -2.392 -0.250 0.288
H -0.699 -2.568 0.235 0.266
H 0.921 -0.430 1.655 0.114
```

## Properties
Kohn-Sham gap ... 10.2330 eV

=====

Entry two
C2H8NO2P | the ωB97M-V functional and the def2-TZVPD basis

Geometry as XYZ:
```
14
Properties=species:S:1:pos:R:3:mulliken_charge:R:1
C 0.284 -1.411 1.496 -0.606
O 0.717 -0.843 0.214 -0.290
P 0.839 0.754 -0.021 0.526
N 0.389 1.404 1.327 -0.662
O 0.041 1.006 -1.449 -0.289
C -1.100 0.258 -1.816 -0.476
H 0.014 -2.440 1.362 0.248
H -0.557 -0.812 1.833 0.320
H 1.116 -1.288 2.233 0.251
H 2.181 0.757 -0.694 0.061
H 0.249 2.468 1.420 0.235
H -1.813 -0.018 -0.889 0.238
H -0.698 -0.667 -2.429 0.194
H -1.662 0.831 -2.587 0.249
```

## Properties
Kohn-Sham gap ... 10.5923 eV
SMILES ... CO[PH](=N)OC

=====

Tell me which of them is the least stable. Sure, it is entry one.

=====

Entry one
C8H11N2O | the ωB97M-V functional and the def2-TZVPD basis

Geometry as XYZ:
```
22
Properties=species:S:1:pos:R:3:mulliken_charge:R:1
C 0.312 -0.072 2.497 -1.139
C 0.716 0.954 1.502 1.194
O 1.348 2.032 1.950 -0.474
C 0.484 0.912 0.146 0.324
C 0.929 2.051 -0.722 -1.931
N -0.150 -0.156 -0.471 0.724
C -0.550 -0.081 -1.761 0.133
C -1.142 -1.168 -2.373 -0.622
C -1.325 -2.334 -1.643 -0.325
C -0.902 -2.301 -0.316 -0.274
N -0.339 -1.254 0.233 -0.902
H 0.912 -0.974 2.378 0.274
H -0.726 -0.369 2.363 0.316
H 0.445 0.304 3.511 0.447
H 1.482 2.013 2.909 0.351
H 1.563 2.711 -0.138 0.281
H 1.505 1.696 -1.574 0.497
H 0.085 2.642 -1.078 0.398
H -0.409 0.846 -2.287 0.456
H -1.454 -1.091 -3.402 0.414
H -1.772 -3.214 -2.070 0.429
H -1.010 -3.148 0.346 0.429
```

## Properties
Kohn-Sham gap ... 7.6540 eV
Charge ... +1
SMILES ... C/C(O)=C(/C)[n+]1ccccn1

=====

Entry two
C8H11N2O | the ωB97M-V functional and the def2-TZVPD basis

Geometry as XYZ:
```
22
Properties=species:S:1:pos:R:3:mulliken_charge:R:1
C 0.771 2.596 -0.066 -0.968
N 0.858 1.168 0.209 0.021
C -0.262 0.406 0.695 -0.249
C -1.646 0.416 0.158 -0.691
C -2.207 -1.059 0.029 -0.405
C -1.477 -2.066 -0.326 -0.559
C -0.079 -1.878 -0.784 0.658
O 0.337 -1.956 -1.927 -0.545
C 0.846 -1.527 0.340 -0.428
N 2.025 -0.817 -0.031 -0.051
C 1.951 0.554 -0.065 0.112
H 1.608 3.034 0.585 0.352
H 0.961 2.696 -1.174 0.369
H -0.286 2.766 -0.012 0.350
H -0.186 0.330 1.815 0.322
H -1.740 0.763 -0.773 0.478
H -2.277 0.874 0.972 0.401
H -3.276 -1.052 0.188 0.439
H -2.202 -2.893 -0.545 0.339
H 0.730 -2.075 1.343 0.351
H 2.771 -1.464 -0.219 0.259
H 2.782 1.184 -0.410 0.448
```

## Properties
Kohn-Sham gap (alpha / beta) ... 8.7679 / 8.7685 eV
Charge ... +1
SMILES ... C[N+]1=C\C\C=C/C([O-])=C/[NH+]=C\1

=====

Entry three
C8H11N2O | the ωB97M-V functional and the def2-TZVPD basis

Geometry as XYZ:
```
22
Properties=species:S:1:pos:R:3:mulliken_charge:R:1
C -1.867 1.829 -0.184 -0.994
N -0.911 0.714 -0.360 0.170
C -1.605 -0.537 -0.678 -0.395
C -1.128 -1.653 -0.161 -0.353
C 0.081 -1.596 0.674 -0.124
C 1.358 -1.843 -0.008 -0.294
C 2.233 -0.933 -0.435 -0.350
C 2.294 0.504 -0.116 0.254
O 3.239 1.193 -0.399 -0.543
N 1.262 1.051 0.650 -0.066
C 0.001 0.535 0.825 -0.839
H -2.650 1.524 0.510 0.418
H -1.349 2.699 0.218 0.381
H -2.317 2.098 -1.139 0.362
H -0.292 0.943 -1.151 0.437
H -2.468 -0.449 -1.314 0.473
H -1.594 -2.610 -0.342 0.455
H -0.009 -2.019 1.668 0.412
H 1.583 -2.895 -0.150 0.417
H 3.126 -1.264 -0.947 0.422
H 1.511 1.935 1.083 0.274
H -0.499 0.774 1.756 0.482
```

## Properties
Kohn-Sham gap ... 10.1191 eV
Charge ... +1
SMILES ... C[N@@H+]1\C=C/C=C/C=C([O-])\[NH+]=C/1

=====

Tell me which of them is the least stable. Sure, it is entry two.

=====

Entry one
C4H8IN2 | the ωB97M-V functional and the def2-TZVPD basis

Geometry as XYZ:
```
15
Properties=species:S:1:pos:R:3:mulliken_charge:R:1
C -2.246 -1.588 0.936 -0.203
C -1.515 -1.822 -1.059 -0.110
C -1.083 -0.883 0.925 -0.383
C -0.402 0.441 -0.996 -0.681
N -2.429 -2.179 -0.302 -0.295
N -0.521 -0.949 -0.341 0.084
I 3.900 0.326 0.021 -0.074
H -3.041 -1.724 1.757 0.357
H 3.849 1.828 -0.045 0.111
H -1.464 -2.194 -2.004 0.471
H -0.595 -0.378 1.699 0.506
H -1.402 0.900 -0.582 0.330
H 0.569 1.018 -0.703 0.232
H -0.397 0.375 -2.034 0.364
H 0.337 -1.374 -0.485 0.291
```

## Properties
Kohn-Sham gap ... 8.6488 eV
Charge ... +1

=====

Entry two
C4H8IN2 | the ωB97M-V functional and the def2-TZVPD basis

Geometry as XYZ:
```
15
Properties=species:S:1:pos:R:3:mulliken_charge:R:1
C -0.092 -2.206 0.439 -1.198
C 1.216 2.302 -0.465 -0.821
C -0.417 -0.972 -0.551 -0.196
C -0.966 0.293 0.127 -0.229
N -0.137 0.848 2.301 -0.392
N -0.490 0.715 1.236 0.692
I -2.011 1.891 -0.824 0.433
H -0.803 -2.353 1.238 0.384
H -0.292 -3.184 -0.141 0.348
H 0.938 -2.191 0.719 0.354
H 0.979 1.294 -0.714 0.229
H 1.605 2.932 -1.244 0.356
H 1.183 2.676 0.497 0.303
H 0.413 -0.683 -1.342 0.329
H -1.126 -1.361 -1.276 0.409
```

## Properties
Kohn-Sham gap (alpha / beta) ... 4.8364 / 8.6159 eV
Charge ... +1

=====

Entry three
C4H8IN2 | the ωB97M-V functional and the def2-TZVPD basis

Geometry as XYZ:
```
15
Properties=species:S:1:pos:R:3:mulliken_charge:R:1
C -0.124 -1.506 -0.228 -0.197
C 0.293 0.920 0.445 0.161
C -2.445 -1.525 0.644 -0.450
C 1.085 2.043 0.070 -1.104
N -1.255 -1.982 0.341 -0.187
N 0.342 -0.166 -0.286 -0.183
I -3.180 0.277 -0.013 0.226
H 0.613 -2.044 -0.764 0.337
H -0.220 0.845 1.401 0.481
H -3.074 -2.084 1.295 0.495
H 0.608 2.850 -0.529 0.269
H 1.791 1.659 -0.603 0.312
H 1.702 2.546 0.952 0.297
H -1.237 -3.038 0.243 0.305
H 1.214 -0.183 -0.870 0.239
```

## Properties
Kohn-Sham gap (alpha / beta) ... 6.9836 / 6.9720 eV
Charge ... +1

=====

Entry four
C4H8IN2 | the ωB97M-V functional and the def2-TZVPD basis

Geometry as XYZ:
```
15
Properties=species:S:1:pos:R:3:mulliken_charge:R:1
C 0.452 -1.579 -0.274 -1.242
C 0.759 -0.103 -0.045 0.093
I 3.083 0.227 0.343 0.125
C -0.054 0.392 1.115 -0.423
N -0.766 1.553 0.521 -0.145
C -0.449 1.685 -0.720 -0.077
N 0.418 0.791 -1.069 0.016
H -0.491 -1.615 -0.877 0.371
H 0.306 -2.011 0.693 0.369
H 1.145 -2.147 -0.781 0.392
H -0.816 -0.372 1.254 0.326
H 0.451 0.618 2.025 0.373
H -1.294 2.267 1.108 0.282
H -1.007 2.153 -1.554 0.354
H 0.697 0.796 -2.027 0.186
```

## Properties
Kohn-Sham gap ... 8.8021 eV
Charge ... +1
SMILES ... C[C@]1(I)CNC=[NH+]1

=====

Tell me which of them is the least stable. Sure, it is entry two.

=====

Entry one
C6H12O2 | the ωB97M-V functional and the def2-TZVPD basis

Geometry as XYZ:
```
20
Properties=species:S:1:pos:R:3:mulliken_charge:R:1
O 2.403 -1.419 0.013 -0.712
C 1.635 -1.886 0.934 -0.330
C 0.644 -0.661 1.511 -0.457
C -0.709 -0.685 1.092 -0.159
C -1.245 0.277 0.187 -0.236
C -0.701 1.416 -0.256 0.046
C -1.357 2.258 -1.299 -1.206
H 2.167 -2.161 1.851 0.335
H 0.732 -0.721 2.600 0.400
H 1.052 0.285 1.176 0.125
H 1.021 -2.725 0.637 0.253
H -1.310 -1.587 1.059 0.327
H -2.127 -0.027 -0.300 0.221
H 0.050 1.950 0.308 0.332
H -1.420 3.286 -0.933 0.359
H -2.388 1.944 -1.396 0.346
H -0.901 2.281 -2.279 0.311
H 1.440 -0.948 -1.249 0.406
H 0.158 -0.172 -1.628 0.362
O 0.856 -0.706 -2.027 -0.722
```

## Properties
Kohn-Sham gap ... 6.2902 eV

=====

Entry two
C6H12O2 | the ωB97M-V functional and the def2-TZVPD basis

Geometry as XYZ:
```
20
Properties=species:S:1:pos:R:3:mulliken_charge:R:1
C 1.692 0.695 -1.300 -1.106
C 0.410 1.145 -0.647 -0.636
C -0.953 0.065 -1.112 0.558
O -0.707 -0.669 -2.051 -0.590
O -2.066 0.859 -1.064 -0.444
H 2.512 0.632 -0.586 0.287
H 1.959 1.360 -2.123 0.313
H 1.592 -0.296 -1.744 0.334
H 0.508 1.403 0.404 0.423
H 0.000 2.047 -1.099 0.451
H -2.585 0.695 -1.864 0.353
C -1.239 -0.017 1.999 -0.740
C -0.522 -0.658 1.084 0.375
C 0.659 -1.543 1.277 -1.183
H -0.901 -0.007 3.026 0.290
H -2.111 0.563 1.743 0.278
H -1.134 -0.954 0.060 0.083
H 1.375 -1.070 1.949 0.330
H 1.149 -1.757 0.327 0.269
H 0.361 -2.493 1.722 0.354
```

## Properties
Kohn-Sham gap ... 9.8013 eV
SMILES ... CCC(=O)O.C=CC

=====

Tell me which of them is the least stable. Sure, it is entry one.

=====

Entry one
CH14NO4 | the ωB97M-V functional and the def2-TZVPD basis

Geometry as XYZ:
```
20
Properties=species:S:1:pos:R:3:mulliken_charge:R:1
C 0.019 -1.207 1.505 -0.774
N 1.007 -0.201 1.122 -0.214
H -0.982 -1.131 0.967 0.299
H 0.260 -2.072 0.793 0.287
H 0.062 -1.557 2.528 0.347
H 1.562 -0.130 1.971 0.376
H 0.554 0.711 0.920 0.366
H 1.719 -0.566 0.331 0.354
H -6.224 3.503 0.494 0.307
H -6.269 2.029 0.282 0.306
O -5.693 2.738 0.509 -0.597
H -2.921 2.480 -0.128 0.326
H -3.143 2.306 1.321 0.311
O -2.546 2.046 0.651 -0.642
H 2.970 -0.665 -1.448 0.345
H 4.087 -1.210 -0.636 0.317
O 3.134 -1.094 -0.556 -0.740
H 3.939 -1.572 -4.199 0.318
H 4.577 -2.445 -3.074 0.295
O 3.887 -1.961 -3.354 -0.590
```

## Properties
Kohn-Sham gap ... 10.9747 eV
Charge ... +1

=====

Entry two
CH14NO4 | the ωB97M-V functional and the def2-TZVPD basis

Geometry as XYZ:
```
20
Properties=species:S:1:pos:R:3:mulliken_charge:R:1
C -1.139 1.418 0.102 -0.811
N -0.467 0.085 -0.104 -0.236
H -1.014 1.829 1.088 0.339
H -2.197 1.263 -0.079 0.344
H -0.703 2.034 -0.678 0.364
H -0.799 -0.647 0.525 0.310
H -0.765 -0.161 -1.052 0.338
H 0.552 0.176 -0.116 0.355
H -3.464 -1.263 1.230 0.309
H -3.068 -0.258 2.187 0.320
O -2.680 -0.835 1.523 -0.624
H 2.446 -0.589 -4.206 0.344
H 1.373 -1.056 -3.248 0.321
O 1.650 -0.273 -3.740 -0.687
H 2.302 2.000 -1.124 0.326
H 1.866 0.845 -1.990 0.355
O 1.765 1.199 -1.083 -0.679
H 0.188 -2.031 3.699 0.325
H 1.622 -1.574 3.536 0.321
O 0.719 -1.309 3.339 -0.635
```

## Properties
Kohn-Sham gap ... 11.5109 eV
Charge ... +1

=====

Tell me which of them is the least stable. Sure, it is entry one.

=====

Entry one
C4H8Si2 | the ωB97M-V functional and the def2-TZVPD basis

Geometry as XYZ:
```
14
Properties=species:S:1:pos:R:3:mulliken_charge:R:1
C 0.742 -1.403 -0.641 -0.276
C 0.928 -0.065 -1.230 -0.095
C -0.279 -1.749 0.140 -0.553
C 0.443 1.136 -0.883 -0.560
Si -2.034 -0.999 0.214 0.092
Si -0.084 1.756 0.822 0.365
H 1.597 -1.949 -0.813 0.435
H 1.292 -0.155 -2.257 0.302
H -0.504 -2.781 0.442 0.339
H 0.714 1.912 -1.563 0.371
H -2.309 -1.404 1.631 -0.076
H -1.501 2.106 0.986 -0.114
H 0.572 2.956 1.316 -0.181
H 0.422 0.641 1.837 -0.051
```

## Properties
Kohn-Sham gap ... 7.4840 eV

=====

Entry two
C4H8Si2 | the ωB97M-V functional and the def2-TZVPD basis

Geometry as XYZ:
```
14
Properties=species:S:1:pos:R:3:mulliken_charge:R:1
C -1.590 0.541 -0.238 -0.056
C 1.110 -0.265 -0.043 0.407
C -2.681 0.870 0.417 -0.564
C 1.774 -1.262 0.554 -0.879
Si -0.569 -0.892 -0.718 0.297
Si 1.707 1.398 -0.402 0.010
H -2.772 1.656 1.094 0.243
H -3.642 0.465 0.293 0.264
H 2.787 -1.129 0.827 0.273
H 1.367 -2.129 0.882 0.286
H -0.742 -2.242 0.105 -0.132
H -0.194 -1.402 -2.156 -0.064
H 1.008 2.472 -1.347 -0.028
H 2.436 1.921 0.732 -0.058
```

## Properties
Kohn-Sham gap (alpha / beta) ... 6.1803 / 8.0439 eV

=====

Tell me which of them is the least stable. Sure, it is entry two.